(w)
A structure of composition C2H5N5O. Source: OMol25; level of theory: the ωB97M-V functional and the def2-TZVPD basis.

The calculation puts the gap between HOMO and LUMO at 9.5 eV. The calculation puts the LUMO energy at 0.0823 eV. As for the spin multiplicity: 1.

Geometry (Å):
1 C -0.53157 -0.53616 -0.14290
2 C 1.45755 -0.10888 -0.20347
3 H -2.61735 -0.62501 -0.24739
4 H -1.77454 -2.27523 -0.57478
5 H 2.48289 -1.30003 1.00040
6 H 1.13752 1.79482 -0.89634
7 H -0.95603 2.46870 0.69214
8 N -1.77560 -1.03972 0.15933
9 N 0.39638 -1.18889 0.16692
10 N 2.61616 -0.33657 0.43030
11 N 0.77743 0.85150 -0.85036
12 N -0.58946 0.83826 -0.41143
13 O -0.62338 1.45720 0.87759

(x)
The molecule C2H5N5O. Source: OMol25; level of theory: the ωB97M-V functional and the def2-TZVPD basis.

The calculation puts the gap between HOMO and LUMO at 10.0 eV. As for the SMILES: [H]/N=c1/[nH]/c(=N/[H])n(N)o1. The calculation puts the LUMO energy at 0.6180 eV. As for the spin multiplicity: 1.

Geometry (Å):
1 H -1.66727 -0.48822 -2.84160
2 N -0.78267 -0.11869 -2.70092
3 C -0.48171 -0.12722 -1.48510
4 N 0.85328 0.27078 -1.01433
5 C 1.07773 -0.03362 0.28915
6 N 2.07165 0.16005 1.15302
7 H 1.93644 0.02141 2.11581
8 N -0.20313 -0.44308 0.73544
9 N -0.65535 0.15688 1.88797
10 O -1.18272 -0.52896 -0.46465
11 H 1.56614 0.32723 -1.67063
12 H -1.00272 1.12731 1.68771
13 H -1.52969 -0.32387 2.30814

(y)
The molecule C2H5N5O. Source: OMol25; level of theory: the ωB97M-V functional and the def2-TZVPD basis.

The calculation puts the gap between HOMO and LUMO at 8.9 eV. As for the SMILES: Nc1n/c(=N/O)[nH][nH]1. The calculation puts the LUMO energy at 0.5061 eV. As for the spin multiplicity: 1.

Geometry (Å):
1 N -2.81517 -0.11629 0.18831
2 C -1.40332 -0.14162 -0.02036
3 N -0.54360 -1.17608 -0.17263
4 C 0.66304 -0.38954 -0.14491
5 N 1.76334 -1.00552 0.10914
6 O 2.64096 0.29786 0.15065
7 N 0.43167 0.96416 0.05910
8 N -0.78360 1.10202 -0.16626
9 H -3.15866 -1.13407 0.49774
10 H -3.34872 0.28573 -0.71177
11 H 3.67778 0.14702 -0.45445
12 H 0.95810 1.57576 -0.42495
13 H -1.18296 1.55167 0.75615

It is (x) that is the most stable of them.

(w)
A cluster of 2 separate species, CH6OS2 in total. Source: OMol25; level of theory: the ωB97M-V functional and the def2-TZVPD basis.

The calculation puts the gap between HOMO and LUMO at 9.5 eV. As for the SMILES: CSS.O. The calculation puts the LUMO energy at 0.4093 eV. As for the spin multiplicity: 1.

Geometry (Å):
1 C 0.35909 -0.22265 0.57082
2 S 0.44117 1.26999 1.56375
3 S 2.30256 2.11974 0.97438
4 H 1.19448 -0.91202 0.77939
5 H 0.36286 0.01923 -0.50532
6 H -0.58777 -0.73384 0.81319
7 H 1.92182 3.06686 0.09092
8 O -1.77353 -1.80283 -1.23107
9 H -2.20652 -1.91290 -2.10781
10 H -2.01416 -0.89159 -0.94824

(x)
A cluster of 2 separate species, CH6OS2 in total. Source: OMol25; level of theory: the ωB97M-V functional and the def2-TZVPD basis.

The calculation puts the gap between HOMO and LUMO at 9.9 eV. As for the SMILES: CO.SS. The calculation puts the LUMO energy at 0.2841 eV. As for the spin multiplicity: 1.

Geometry (Å):
1 C 1.54821 -2.99962 -0.28794
2 O 2.61455 -2.08969 -0.10549
3 H 1.89796 -4.01920 -0.27876
4 H 1.50408 -3.04753 -1.39961
5 H 0.52195 -2.82336 0.10633
6 H 3.27309 -2.31143 -0.67857
7 S -1.08216 0.60004 -0.54542
8 S -1.21556 2.18817 0.80354
9 H 0.03858 0.76859 -1.25184
10 H -0.67773 1.53680 1.94401

(y)
A cluster of 2 separate species, CH6OS2 in total. Source: OMol25; level of theory: the ωB97M-V functional and the def2-TZVPD basis.

The calculation puts the gap between HOMO and LUMO at 8.3 eV. As for the SMILES: CO.SS. The calculation puts the LUMO energy at -0.8317 eV. As for the spin multiplicity: 1.

Geometry (Å):
1 C 1.54781 -0.14235 0.52388
2 O 2.41909 0.81536 0.09517
3 H 0.87857 -0.59056 -0.23880
4 H 2.09882 -0.98191 0.91531
5 H 0.94213 0.29983 1.28502
6 H 2.24233 1.62890 0.62565
7 S -2.31058 0.00773 0.09533
8 S -3.00222 -0.95937 -1.86998
9 H -1.03859 -0.17928 0.33125
10 H -3.77737 0.10164 -1.76283

It is (w) that is the most stable of them.